No. 1
Molecular formula: C21H46BrN9O8P2
Method: DFT, ωB97M-V/def2-TZVPD

```
! RIJCOSX wB97M-V def2-TZVPD def2/J DEFGRID3
* xyz 0 1
C -2.5612 -3.7767 -0.7714
C -1.7273 -2.8958 0.3664
C -0.5803 -1.9389 -0.3906
C 0.8515 -2.0298 0.3883
C 1.3876 -3.5780 0.1819
C 1.9419 -0.8604 0.0557
C 3.4287 -1.2596 0.7131
C 3.4578 -1.2629 2.3460
C 2.9060 -2.6287 3.0648
C 3.6226 -2.8142 4.5581
C 2.4484 -2.6868 5.7047
N 2.9691 -2.6921 7.1285
C 2.4013 -0.5447 -1.4886
P 1.8874 -1.6442 -2.9425
P 0.2156 -0.7345 -4.0975
O -0.9743 -0.2470 -3.1795
O 0.7633 0.4324 -5.2754
O -0.4393 -2.0890 -5.0433
C 1.7409 0.9320 -1.9180
O 2.0933 1.7713 -2.8935
N 0.6849 1.0291 -0.8248
C 1.5070 0.7155 0.4448
C 0.4468 0.8452 1.6451
C 0.0067 2.2826 2.2064
C 0.3160 3.6185 1.3642
Br 0.7896 2.5176 4.0772
O 2.6465 1.6046 0.2480
C 3.3007 2.0253 1.4886
N 3.8066 2.6180 2.5255
H -3.3668 -4.4750 -0.2574
H -1.8131 -4.3776 -1.4603
H -3.1370 -2.9829 -1.4471
H -2.5088 -2.2205 0.9298
H -1.2376 -3.6021 1.1613
H -0.5558 -2.3532 -1.5099
H -1.0705 -0.8820 -0.4522
H 0.6072 -1.9387 1.5536
H 2.3703 -3.6497 -0.4903
H 0.5851 -4.2254 -0.4217
H 1.5130 -4.1686 1.2122
H 4.2376 -0.4501 0.3696
H 3.8443 -2.2827 0.3291
H 4.6094 -1.1795 2.6527
H 2.9283 -0.3612 2.8690
H 1.7371 -2.6208 3.2918
H 3.2325 -3.5979 2.4482
H 4.1076 -3.8794 4.5949
H 4.4322 -1.9882 4.7613
H 1.8985 -1.6484 5.5373
H 1.6158 -3.5143 5.5204
H 2.3638 -3.3817 7.6665
H 2.6969 -1.7490 7.5326
H 3.5522 -0.3418 -1.7123
H 1.2946 -2.9159 -2.5108
H -0.0266 0.8665 -5.7301
H -1.3516 -1.8458 -5.3975
H 0.0887 1.8776 -0.7946
H -0.5478 0.2711 1.3162
H 0.8495 0.2033 2.5683
H -1.1714 2.2494 2.4030
H 0.9215 4.3745 2.0461
H 0.9051 3.5231 0.3663
H -0.7207 4.1606 1.1387
C -2.5637 3.6039 -3.7009
O -3.5778 3.8661 -3.0736
N -2.1171 4.3681 -4.7139
N -1.8022 2.5272 -3.4355
H -1.2845 4.1685 -5.2421
H -2.6612 5.1886 -4.9464
H -2.1031 1.9252 -2.6801
H -0.9640 2.2947 -3.9409
C -2.8250 1.0337 5.6260
O -2.8207 1.0254 4.4051
N -2.0457 1.8570 6.3503
N -3.6090 0.2203 6.3562
H -2.0351 1.8784 7.3560
H -1.4401 2.4858 5.8394
H -4.2113 -0.4155 5.8497
H -3.6264 0.2126 7.3621
C -3.8006 3.7130 -8.3870
O -3.1722 4.7594 -8.3624
N -4.2058 3.0816 -7.2704
N -4.1441 3.0975 -9.5328
H -4.7241 2.2193 -7.2704
H -3.9679 3.5115 -6.3861
H -3.8583 3.5398 -10.3967
H -4.6612 2.2355 -9.5732
*
```

Output
- gap between HOMO and LUMO (eV) = 9.004
- E (Eh) = -5178.9847
- LUMO level (eV) = -0.18

Okay, here come the Löwdin numbers, in e, for every atom: atom 1 (C): -0.147, atom 2 (C): -0.241, atom 3 (C): -0.205, atom 4 (C): -0.263, atom 5 (C): -0.103, atom 6 (C): -0.231, atom 7 (C): -0.136, atom 8 (C): -0.192, atom 9 (C): -0.217, atom 10 (C): -0.197, atom 11 (C): -0.310, atom 12 (N): -0.067, atom 13 (C): -0.366, atom 14 (P): 0.863, atom 15 (P): 0.550, atom 16 (O): -0.430, atom 17 (O): -0.258, atom 18 (O): -0.287, atom 19 (C): -0.315, atom 20 (O): -0.020, atom 21 (N): 0.103, atom 22 (C): -0.339, atom 23 (C): -0.144, atom 24 (C): -0.615, atom 25 (C): -0.159, atom 26 (Br): 0.612, atom 27 (O): -0.045, atom 28 (C): -0.150, atom 29 (N): 0.141, atom 30 (H): 0.078, atom 31 (H): 0.074, atom 32 (H): 0.088, atom 33 (H): 0.109, atom 34 (H): 0.099, atom 35 (H): 0.074, atom 36 (H): 0.096, atom 37 (H): 0.129, atom 38 (H): 0.082, atom 39 (H): 0.087, atom 40 (H): 0.085, atom 41 (H): 0.124, atom 42 (H): 0.119, atom 43 (H): 0.128, atom 44 (H): 0.098, atom 45 (H): 0.103, atom 46 (H): 0.111, atom 47 (H): 0.109, atom 48 (H): 0.111, atom 49 (H): 0.117, atom 50 (H): 0.122, atom 51 (H): 0.072, atom 52 (H): 0.071, atom 53 (H): 0.135, atom 54 (H): -0.054, atom 55 (H): 0.090, atom 56 (H): 0.082, atom 57 (H): 0.127, atom 58 (H): 0.144, atom 59 (H): 0.102, atom 60 (H): 0.112, atom 61 (H): 0.075, atom 62 (H): 0.077, atom 63 (H): 0.105, atom 64 (C): -0.730, atom 65 (O): 0.016, atom 66 (N): 0.152, atom 67 (N): 0.155, atom 68 (H): 0.102, atom 69 (H): 0.115, atom 70 (H): 0.094, atom 71 (H): 0.068, atom 72 (C): -0.723, atom 73 (O): 0.008, atom 74 (N): 0.149, atom 75 (N): 0.148, atom 76 (H): 0.099, atom 77 (H): 0.041, atom 78 (H): 0.112, atom 79 (H): 0.097, atom 80 (C): -0.727, atom 81 (O): 0.015, atom 82 (N): 0.157, atom 83 (N): 0.145, atom 84 (H): 0.098, atom 85 (H): 0.087, atom 86 (H): 0.112, atom 87 (H): 0.096

=====

No. 2
Molecular formula: C13H27BCsN4O2SSi
Method: DFT, ωB97M-V/def2-TZVPD

```
! RIJCOSX wB97M-V def2-TZVPD def2/J DEFGRID3
* xyz 1 1
C 3.3091 -3.3895 0.1159
C 2.4168 -2.3429 0.8951
N 1.1300 -2.0596 0.2317
C 1.0565 -0.7998 -0.4709
C 2.3357 -0.5867 -1.2974
N 3.2733 -0.6759 -1.9048
C -0.0852 -0.9537 -1.5531
C -1.4515 -1.4025 -0.9461
O -2.5476 -0.5628 -1.3587
Si -3.8432 -0.5928 -0.2375
C -3.7607 0.8787 0.9859
C -5.5307 -0.4413 -1.1031
C -3.9119 -2.2153 0.7712
C 0.8982 0.5092 0.4466
S 0.5293 0.2007 2.2289
C -0.2613 1.4589 -0.0694
N -0.9957 1.9951 -0.7725
B 2.2870 1.4423 0.4483
O 3.4451 1.0905 1.1104
N 2.2670 2.7357 -0.2663
C 3.3307 2.8300 -1.3153
C 2.5361 3.8572 0.7214
H 4.0681 -2.7983 -0.4414
H 2.7072 -3.9931 -0.5835
H 3.8677 -3.9903 0.8583
H 3.0126 -1.4503 1.1706
H 2.1667 -2.8475 1.8578
H 0.3287 -2.2297 0.8273
H 0.2633 -1.7922 -2.1969
H -0.1526 -0.0804 -2.2309
H -1.3709 -1.2595 0.1643
H -1.7051 -2.4575 -1.1745
H -3.4870 0.5464 2.0120
H -3.0083 1.6369 0.6875
H -4.7389 1.4074 0.9877
H -5.5757 -1.0644 -2.0165
H -5.7976 0.6158 -1.3245
H -6.2800 -0.7804 -0.3535
H -2.9347 -2.3980 1.2684
H -4.0999 -3.1021 0.1305
H -4.7025 -2.0684 1.5336
H -0.8204 0.4006 2.3606
H 3.2537 0.7570 2.0055
H 2.9844 3.5953 -2.0479
H 4.3267 3.1270 -0.9182
H 3.4950 1.8932 -1.8801
H 2.8749 3.5103 1.7178
H 1.6054 4.5083 0.9086
H 3.3445 4.5767 0.3455
Cs 0.1058 4.7536 -0.3771
*
```

Output
- gap between HOMO and LUMO (eV) = 8.949
- E (Eh) = -1613.5226
- LUMO level (eV) = -3.08

Okay, here come the Löwdin numbers, in e, for every atom: atom 1 (C): -0.073, atom 2 (C): -0.249, atom 3 (N): -0.014, atom 4 (C): -0.412, atom 5 (C): -0.157, atom 6 (N): 0.249, atom 7 (C): -0.083, atom 8 (C): -0.242, atom 9 (O): -0.239, atom 10 (Si): 0.479, atom 11 (C): -0.165, atom 12 (C): -0.173, atom 13 (C): -0.170, atom 14 (C): -0.473, atom 15 (S): 0.880, atom 16 (C): -0.258, atom 17 (N): 0.107, atom 18 (B): -0.643, atom 19 (O): 0.162, atom 20 (N): -0.193, atom 21 (C): -0.060, atom 22 (C): -0.227, atom 23 (H): 0.057, atom 24 (H): 0.079, atom 25 (H): 0.073, atom 26 (H): 0.099, atom 27 (H): 0.118, atom 28 (H): 0.098, atom 29 (H): 0.134, atom 30 (H): 0.128, atom 31 (H): 0.082, atom 32 (H): 0.136, atom 33 (H): 0.027, atom 34 (H): -0.006, atom 35 (H): 0.038, atom 36 (H): 0.037, atom 37 (H): 0.035, atom 38 (H): 0.041, atom 39 (H): 0.024, atom 40 (H): 0.048, atom 41 (H): 0.045, atom 42 (H): -0.097, atom 43 (H): 0.110, atom 44 (H): 0.095, atom 45 (H): 0.106, atom 46 (H): 0.078, atom 47 (H): 0.101, atom 48 (H): -0.167, atom 49 (H): 0.122, atom 50 (Cs): 1.315

=====

No. 3
Molecular formula: CH4O2S
Method: DFT, ωB97M-V/def2-TZVPD

```
! RIJCOSX wB97M-V def2-TZVPD def2/J DEFGRID3
* xyz 0 1
S 1.9389 0.7232 -0.7258
H 1.8804 1.1091 -2.1034
H 1.5318 -0.2618 0.2825
O -2.0476 0.3545 1.2886
C -1.0795 -0.2299 0.8898
O -0.9044 -0.9485 -0.2443
H -0.1255 -0.3465 1.5797
H -1.1941 -0.4001 -0.9672
*
```

Output
- gap between HOMO and LUMO (eV) = 9.102
- E (Eh) = -589.0722
- LUMO level (eV) = -0.82
- ΔE to the lowest compared entry with this formula, charge and spin (kcal/mol) = 60.0

Okay, here come the Löwdin numbers, in e, for every atom: atom 1 (S): 0.347, atom 2 (H): -0.144, atom 3 (H): -0.122, atom 4 (O): 0.086, atom 5 (C): -0.425, atom 6 (O): 0.016, atom 7 (H): 0.143, atom 8 (H): 0.100